A:
Computed, not measured: a 2-piece molecular cluster, C4H14N overall, with ωB97M-V with the def2-TZVPD basis set.

```
! wB97M-V def2-TZVPD RIJCOSX def2/J DEFGRID3
* xyz 1 1
C -1.88808 -1.49326 -0.11443
C -0.72483 -1.87808 0.80967
N -1.39302 -0.44227 -1.08200
H -2.36519 -2.29175 -0.69802
H -2.73902 -1.13350 0.47926
H -0.73238 -2.96510 0.94723
H -0.97994 -1.51811 1.80725
H -0.50267 -0.65729 -1.53614
H -2.06869 -0.28633 -1.83555
H -1.23374 0.42740 -0.56829
H 0.23470 -1.53259 0.45968
C 2.15579 1.23196 -0.29707
C 1.50865 2.24073 0.63671
H 2.32871 1.50958 -1.33753
H 2.97217 0.73581 0.23280
H 1.44784 0.38549 -0.56637
H 2.14443 2.51409 1.49242
H 1.26874 3.14312 0.06183
H 0.56653 2.01010 1.10855
*
```

Summary:
LUMO energy, hartree: -0.13870
Frontier orbital gap, Ha: 0.4044

***

B:
Computed, not measured: a 2-piece molecular cluster, C4H14N overall, with ωB97M-V with the def2-TZVPD basis set.

```
! wB97M-V def2-TZVPD RIJCOSX def2/J DEFGRID3
* xyz 1 1
C -1.17840 1.98346 -0.10983
C -0.37363 2.50779 -1.32734
H -1.49351 2.86458 0.44718
H -2.07979 1.49531 -0.48412
H -0.64588 1.36272 0.59764
H -0.56566 1.98469 -2.26055
H 0.68955 2.52755 -1.08805
H -0.66286 3.54728 -1.45623
C -0.07162 -1.26382 0.44892
C 0.69242 -1.29503 1.74917
N 0.84285 -1.89882 -0.62736
H -0.96697 -1.87712 0.43755
H -0.25503 -0.26251 0.06071
H 1.05032 -2.29250 1.99686
H 0.02815 -0.98113 2.55746
H 0.81819 -2.91602 -0.57495
H 0.48763 -1.62284 -1.54534
H 1.79343 -1.53292 -0.57334
H 1.50722 -0.57070 1.77348
*
```

Summary:
LUMO energy, hartree: -0.14039
Frontier orbital gap, Ha: 0.4106

***

C:
Computed, not measured: a 2-piece molecular cluster, C4H14N overall, with ωB97M-V with the def2-TZVPD basis set.

```
! wB97M-V def2-TZVPD RIJCOSX def2/J DEFGRID3
* xyz 1 1
C -1.78752 1.73557 0.42613
C -2.43990 1.06740 -0.75708
H -0.62791 1.80296 0.37215
H -1.84760 1.14676 1.36864
H -2.08156 2.75978 0.50662
H -2.47847 1.71053 -1.73078
H -1.94277 0.16159 -1.00363
H -3.37129 0.72828 -0.40057
C 2.16069 -0.07569 0.55380
N 1.87323 -1.31260 -0.21875
C 0.50404 -1.71808 -0.11075
H 3.27418 -0.09780 0.90817
H 2.29426 0.77980 -0.27871
H 1.41706 0.03607 1.37709
H 2.49934 -1.93583 0.25665
H 2.24629 -1.26473 -1.16068
H 0.14521 -1.61100 0.93779
H 0.43135 -2.78218 -0.31232
H -0.26865 -1.13081 -0.73379
*
```

Summary:
LUMO energy, hartree: -0.13712
Frontier orbital gap, Ha: 0.3944

***

Quick ranking, most stable first: B, A, C.

***

A:
Computed, not measured: one molecule with the formula C3H3NO2S, with ωB97M-V with the def2-TZVPD basis set.

```
! wB97M-V def2-TZVPD RIJCOSX def2/J DEFGRID3
* xyz 0 1
C 0.08129 0.27927 -0.59323
C 0.87821 -0.64339 0.31104
C -1.07163 -0.05403 1.16040
N -1.09489 0.56676 0.04493
O -0.42444 1.69348 -2.68750
O 0.01408 -0.79097 1.43358
S 0.57661 0.82228 -2.08122
H 1.06817 -1.62853 -0.12751
H 1.82844 -0.21511 0.64497
H -1.85585 -0.02977 1.89454
*
```

Summary:
LUMO energy (alpha / beta), hartree: -0.01925 / -0.01923
Frontier orbital gap (alpha / beta), Ha: 0.2925 / 0.2926

***

B:
Computed, not measured: one molecule with the formula C3H3NO2S, with ωB97M-V with the def2-TZVPD basis set.

```
! wB97M-V def2-TZVPD RIJCOSX def2/J DEFGRID3
* xyz 0 1
C -0.69461 -0.06448 0.96413
C 0.26085 0.93096 1.03615
C -0.50860 -1.20598 0.26330
N 0.33641 -0.42255 -1.75513
O -0.57025 -2.33294 0.10105
O 1.39383 0.94238 0.42150
S 1.68104 0.06625 -1.15724
H -1.70484 0.03028 0.95204
H 0.00507 1.83794 1.52290
H -0.19891 0.21814 -2.34869
*
```

Summary:
LUMO energy (alpha / beta), hartree: -0.00393 / -0.00391
Frontier orbital gap (alpha / beta), Ha: 0.2781 / 0.2781

***

Quick ranking, most stable first: A, B.

***

A:
Computed, not measured: one molecule with the formula C3H3NO2S, with ωB97M-V with the def2-TZVPD basis set.

```
! wB97M-V def2-TZVPD RIJCOSX def2/J DEFGRID3
* xyz 0 1
O -1.89387 0.56170 -0.66805
C -0.76702 0.85841 -1.00680
C 0.37874 0.79281 -0.07007
O -0.07065 0.57780 1.27152
N -0.15637 -0.73935 1.60516
C 0.37889 -1.47737 0.73027
S 1.35020 -0.76104 -0.54060
H -0.50754 1.08685 -2.08578
H 1.05823 1.63667 -0.11952
H 0.22937 -2.53647 0.88386
*
```

Summary:
LUMO energy, hartree: 0.00002
SMILES: O=C[C@H]1ON=CS1
Frontier orbital gap, Ha: 0.3414

***

B:
Computed, not measured: one molecule with the formula C3H3NO2S, with ωB97M-V with the def2-TZVPD basis set.

```
! wB97M-V def2-TZVPD RIJCOSX def2/J DEFGRID3
* xyz 0 1
C -1.87108 0.60471 0.16807
C -2.37960 -0.39884 -0.49300
C 1.31858 0.22141 0.37664
N 2.45587 -0.43472 0.37192
O -0.80300 1.34387 -0.16061
O -2.59114 -1.37301 -1.14678
S 0.38855 0.35643 -0.95160
H -2.26497 1.14500 1.00759
H 2.95932 -0.43897 1.21938
H 2.78747 -1.02590 -0.39161
*
```

Summary:
LUMO energy, hartree: -0.00116
Frontier orbital gap, Ha: 0.3047

***

C:
Computed, not measured: one molecule with the formula C3H3NO2S, with ωB97M-V with the def2-TZVPD basis set.

```
! wB97M-V def2-TZVPD RIJCOSX def2/J DEFGRID3
* xyz 0 1
O 2.36884 -0.37969 -0.08003
C 1.15920 -0.11718 -0.03847
C -0.18719 -0.92967 0.02339
C -1.24100 0.10000 -0.02991
S -2.86906 -0.03389 -0.02210
O -0.69089 1.34765 -0.09227
N 0.72146 1.18931 0.17351
H -0.25395 -1.74812 -0.73427
H -0.32071 -1.41558 1.04660
H 1.31329 1.98718 -0.24645
*
```

Summary:
LUMO energy, hartree: -0.00905
SMILES: O=C1CC(=S)ON1
Frontier orbital gap, Ha: 0.3351

***

Quick ranking, most stable first: C, A, B.

***

A:
Computed, not measured: a 2-piece molecular cluster, C3H9N3 overall, with ωB97M-V with the def2-TZVPD basis set.

```
! wB97M-V def2-TZVPD RIJCOSX def2/J DEFGRID3
* xyz 0 1
H -0.82227 3.14375 -2.20751
N -1.36418 2.41130 -1.75047
C -0.62159 1.37747 -1.72536
N -0.82963 0.32727 -0.83455
H 0.27114 1.26517 -2.34692
H -1.77168 0.35993 -0.50432
H 0.00229 -0.08719 -0.45473
C 0.36458 -2.39244 1.86605
C 0.46433 -1.15336 1.35923
N 1.67568 -0.53392 0.92921
H -0.43607 -3.06194 1.54714
H 0.94110 -2.74698 2.71642
H -0.34642 -0.43414 1.41468
H 2.50015 -1.09760 1.11834
H 1.82850 0.35254 1.40967
*
```

Summary:
LUMO energy, hartree: 0.02852
SMILES: [H]/N=C/N.C=CN
Frontier orbital gap, Ha: 0.3383

***

B:
Computed, not measured: one molecule with the formula C3H9N3, with ωB97M-V with the def2-TZVPD basis set.

```
! wB97M-V def2-TZVPD RIJCOSX def2/J DEFGRID3
* xyz 0 1
H -1.66079 -0.79470 -2.15387
N -1.95350 -0.43765 -1.19562
C -0.89591 -0.06203 -0.49054
N -0.93234 1.16655 0.24396
N 0.23099 -0.81391 -0.39016
C 1.51008 -0.09347 0.03774
C 1.64500 0.06479 1.53995
H -0.83291 1.29773 1.23817
H -1.76214 1.68363 0.16116
H 0.39531 -1.34153 -1.27327
H 1.62798 0.79352 -0.70893
H 2.36277 -0.72446 -0.31893
H 2.28895 0.91784 1.88209
H 1.95885 -0.82141 2.07660
H 0.65093 0.12871 1.96680
*
```

Summary:
LUMO energy, hartree: 0.03355
SMILES: [H]/N=C(/N)NCC
Frontier orbital gap, Ha: 0.3483

***

Quick ranking, most stable first: B, A.

***

A:
Computed, not measured: a 2-piece molecular cluster, C3H9N3 overall, with ωB97M-V with the def2-TZVPD basis set.

```
! wB97M-V def2-TZVPD RIJCOSX def2/J DEFGRID3
* xyz 0 1
C 1.78649 0.79996 0.21872
C -0.73079 -1.08892 1.32760
C -1.11145 -0.31003 -1.54456
N 0.76837 -1.70319 -0.60248
N -0.33786 -1.91749 0.21589
N -0.47327 -1.54098 -1.16478
H 2.61454 0.91395 -0.40149
H 0.93583 1.34253 -0.00204
H 1.87597 0.55161 1.24834
H -1.68321 -1.35501 1.55870
H -0.21720 -1.20918 2.27421
H -0.36715 -0.06425 1.10792
H -1.90506 -0.09105 -0.74973
H -0.43657 0.47737 -1.61035
H -1.41454 -0.34705 -2.57601
*
```

Summary:
LUMO energy (alpha / beta), hartree: 0.01182 / 0.00987
Frontier orbital gap (alpha / beta), Ha: 0.3235 / 0.3224

***

B:
Computed, not measured: a 2-piece molecular cluster, C3H9N3 overall, with ωB97M-V with the def2-TZVPD basis set.

```
! wB97M-V def2-TZVPD RIJCOSX def2/J DEFGRID3
* xyz 0 1
C 0.19298 -0.95107 0.34069
C -0.55838 0.19125 0.90872
N 1.53898 -0.84886 0.43242
N -0.27925 -0.65825 -1.58786
C -0.35403 1.49256 -0.02753
N -0.63765 2.63966 0.41870
H -0.20189 -1.95691 0.37555
H 1.90488 0.09118 0.31792
H 2.11494 -1.59398 0.07281
H -1.15711 -1.02927 -1.93049
H 0.46975 -0.89213 -2.22817
H -0.95467 2.67363 1.40041
H -0.16723 0.43601 1.89870
H -1.61863 -0.05928 1.00095
H -0.29271 0.46546 -1.39284
*
```

Summary:
LUMO energy, hartree: 0.02354
Frontier orbital gap, Ha: 0.2549

***

Quick ranking, most stable first: B, A.

***

A:
Computed, not measured: one molecule with the formula C3H9N3, with ωB97M-V with the def2-TZVPD basis set.

```
! wB97M-V def2-TZVPD RIJCOSX def2/J DEFGRID3
* xyz 0 1
C -2.22453 -0.06435 -0.35379
C -0.99309 0.06939 0.49460
C 0.36006 0.20933 -0.23146
N 1.29946 0.42363 0.75376
N 2.43490 -0.50903 0.91843
N 2.55199 0.76006 0.27567
H -2.02004 -0.97525 -0.96361
H -2.53886 0.74448 -0.93578
H -3.04385 -0.35361 0.25453
H -0.98832 0.79145 1.25809
H -0.87349 -0.89160 0.88623
H 0.35917 1.00700 -1.08666
H 0.69885 -0.70416 -0.74356
H 2.40226 -1.34252 0.29849
H 2.57550 0.83518 -0.82494
*
```

Summary:
LUMO energy, hartree: 0.03474
SMILES: CCCn1[nH][nH]1
Frontier orbital gap, Ha: 0.3625

***

B:
Computed, not measured: one molecule with the formula C3H9N3, with ωB97M-V with the def2-TZVPD basis set.

```
! wB97M-V def2-TZVPD RIJCOSX def2/J DEFGRID3
* xyz 0 1
C -0.40967 0.54307 0.56144
C 1.35917 -1.31251 0.21234
C -0.73001 1.85129 -0.17150
N 0.43881 -0.37100 -0.43020
N -1.41525 -0.45500 0.69192
N -1.16006 -0.95055 -0.61228
H 0.75637 0.00695 -1.32572
H 0.12629 0.74857 1.49673
H -1.20528 -1.97993 -0.56377
H 1.73779 -2.02741 -0.51813
H 2.19537 -0.77300 0.66247
H 0.78868 -1.81019 1.00058
H -1.24386 1.65348 -1.11188
H -1.40383 2.42375 0.46639
H 0.16550 2.45247 -0.35840
*
```

Summary:
LUMO energy (alpha / beta), hartree: 0.02853 / 0.02853
Frontier orbital gap (alpha / beta), Ha: 0.2602 / 0.2602

***

Quick ranking, most stable first: A, B.

***

A:
Computed, not measured: a 2-piece molecular cluster, C2H5ClOS overall, with ωB97M-V with the def2-TZVPD basis set.

```
! wB97M-V def2-TZVPD RIJCOSX def2/J DEFGRID3
* xyz 0 1
C -1.28620 -0.68047 0.09839
C 1.26201 -0.17452 -0.50744
O 0.26552 1.86324 0.17187
S 0.40926 -1.20053 0.55058
Cl 2.85041 0.30766 -0.30045
H -1.96119 -1.08925 0.94393
H -1.57065 -1.20607 -0.82665
H -1.26642 0.53861 0.18666
H 0.98487 0.02057 -1.50095
H 0.31239 1.62076 1.18407
*
```

Summary:
LUMO energy (alpha / beta), hartree: -0.03209 / -0.03689
Frontier orbital gap (alpha / beta), Ha: 0.3147 / 0.2697

***

B:
Computed, not measured: a 2-piece molecular cluster, C2H5ClOS overall, with ωB97M-V with the def2-TZVPD basis set.

```
! wB97M-V def2-TZVPD RIJCOSX def2/J DEFGRID3
* xyz 0 1
O -0.61148 0.64789 -0.29274
C -1.69926 1.14423 0.36460
Cl -1.22768 2.34320 1.64179
H -0.16780 1.34157 -0.79349
H -2.18407 0.31452 0.88108
H -2.40316 1.67438 -0.28422
C 2.09356 -1.77187 -0.31104
S 1.82975 -3.07436 -1.21135
H 1.41905 -1.48529 0.48615
H 2.95111 -1.13427 -0.48077
*
```

Summary:
LUMO energy, hartree: -0.01055
SMILES: OCCl.C=S
Frontier orbital gap, Ha: 0.3136

***

Quick ranking, most stable first: B, A.